No. 1
This record from the OMol25 dataset describes a 2-piece molecular cluster, C9H16N overall in a non-equilibrium geometry. The level of theory is ωB97M-V with the def2-TZVPD basis set.

The geometry in XYZ format:
```
26
Properties=species:S:1:pos:R:3:mulliken_charge:R:1
C 0.28 -2.93 -0.06 -1.749
C -2.26 -0.73 1.50 -0.648
C -2.79 -0.11 0.38 -0.402
C -1.17 -1.60 1.25 -0.251
C -0.66 -1.84 0.00 0.971
C -2.32 -0.33 -0.92 -0.531
C -1.24 -1.26 -1.13 -0.226
H -2.55 -0.52 2.45 0.513
H -3.54 0.65 0.65 0.353
H -0.57 -1.92 2.12 0.324
H -2.86 0.04 -1.80 0.414
H 1.14 -2.84 0.70 0.301
H 0.63 -3.20 -1.05 0.399
H -1.02 -1.63 -2.27 0.216
H -0.08 -3.88 0.22 0.401
C 1.73 1.61 -0.69 -0.126
C 2.72 2.71 -0.53 -1.127
N 0.74 1.54 0.67 -0.342
H 0.97 1.83 -1.55 0.342
H 2.21 0.63 -1.04 0.354
H 3.72 2.58 -0.98 0.330
H 3.03 3.07 0.51 0.333
H 1.10 1.22 1.56 0.361
H 0.35 2.49 0.73 0.371
H 0.07 0.72 0.26 0.109
H 2.38 3.70 -1.01 0.308
```

gap between HOMO and LUMO: 9.10 eV
relative energy (zero: lowest compared OMol25 entry of this formula, charge and spin): 49.5 kcal/mol
total charge: +1



No. 2
This record from the OMol25 dataset describes one molecule with the formula C9H16N2O6 in a non-equilibrium geometry. The level of theory is ωB97M-V with the def2-TZVPD basis set.

The geometry in XYZ format:
```
33
Properties=species:S:1:pos:R:3:mulliken_charge:R:1
C 3.16 0.38 1.44 -1.345
C 2.39 -0.68 0.81 -0.094
O 1.13 -0.94 1.33 -0.629
C 2.13 -0.49 -0.72 -0.360
N 1.65 0.81 -1.07 -0.036
C 0.42 1.41 -0.98 -0.133
O 0.29 2.57 -1.35 -0.666
C -0.72 0.72 -0.17 0.416
N -0.56 1.01 1.22 -0.561
C -2.08 1.09 -0.86 -1.033
C -3.30 0.72 -0.02 -0.561
C -3.40 -0.80 0.11 0.472
O -4.03 -1.57 -0.50 -0.512
O -2.52 -1.22 1.15 -0.447
C 1.19 -1.55 -1.40 0.467
O 0.48 -1.35 -2.36 -0.579
O 1.30 -2.74 -0.75 -0.434
H 3.62 0.17 2.45 0.325
H 3.99 0.58 0.75 0.383
H 2.53 1.35 1.40 0.228
H 2.93 -1.60 0.85 0.580
H 0.67 -0.09 1.40 0.449
H 3.09 -0.65 -1.28 0.637
H 2.26 1.19 -1.80 0.347
H -0.61 -0.35 -0.27 0.312
H -0.76 1.98 1.37 0.297
H -1.29 0.53 1.71 0.288
H -2.10 0.65 -1.86 0.417
H -2.15 2.14 -1.00 0.414
H -3.49 1.29 0.98 0.287
H -4.20 1.00 -0.62 0.384
H -2.67 -2.19 1.24 0.292
H 0.67 -3.35 -1.20 0.397
```

gap between HOMO and LUMO: 10.04 eV
relative energy (zero: lowest compared OMol25 entry of this formula, charge and spin): 30.3 kcal/mol
SMILES: C[C@@H](O)[C@H](NC(=O)[C@@H](N)CCC(=O)O)C(=O)O



Number 1: HOMO energy -12.41 eV. Number 2: HOMO energy -9.54 eV.